# C30H51BrCdN4P2

A molecular structure, C30H51BrCdN4P2 at a distorted geometry (wB97M-V/def2-TZVPD, the Open Molecules 2025 dataset).

For the HOMO-LUMO gap (spin up / spin down), the calculation gives 5.22 / 5.22 eV. The molar mass is 722.030 g/mol. For the relative energy (zero: lowest compared OMol25 entry of this formula, charge and spin), the calculation gives 282.92 kJ/mol. The calculation puts the LUMO energy (spin up / spin down) at -7.4799 / -7.4806 eV.

```
! RIJCOSX wB97M-V def2-TZVPD def2/J DEFGRID3
* xyz 2 1
C -0.568 6.710 -4.282
C -0.645 5.354 -4.587
C -1.041 5.089 -5.886
C -1.173 6.106 -6.837
N -1.001 7.404 -6.559
C -0.716 7.682 -5.281
C -0.430 4.154 -3.584
C -0.669 3.055 -3.088
C -1.072 2.302 -1.864
C -0.186 2.292 -0.796
C -0.533 1.474 0.351
C -1.892 0.911 0.445
C -2.703 0.929 -0.739
C -2.319 1.661 -1.853
Cd -0.259 -0.610 -0.987
P 2.499 -1.669 0.470
H -1.230 4.057 -6.092
H -0.399 6.940 -3.251
H -1.417 5.838 -7.848
H -0.587 8.717 -5.021
H -2.976 1.758 -2.764
H 0.763 2.840 -0.983
H -3.719 0.419 -0.886
H 0.269 1.569 1.114
C 2.777 -3.205 1.492
C 3.595 -4.374 0.865
H 1.736 -3.563 1.670
H 3.177 -2.977 2.511
H 3.669 -5.264 1.541
H 3.108 -4.715 -0.076
H 4.630 -4.040 0.622
C 2.538 -1.837 -1.402
C 3.270 -0.767 -2.213
H 1.490 -1.584 -1.716
H 2.629 -2.870 -1.790
H 3.014 -0.852 -3.280
H 2.958 0.245 -1.907
H 4.350 -0.863 -2.103
C 3.896 -0.499 0.999
C 5.325 -1.052 0.990
H 3.580 -0.183 2.015
H 3.824 0.416 0.381
H 6.082 -0.281 1.206
H 5.447 -1.844 1.737
H 5.570 -1.476 0.009
Br -3.945 0.533 1.438
P -1.613 -2.437 -1.333
C -0.131 -3.443 -1.615
C -0.168 -4.834 -2.151
H 0.330 -3.429 -0.587
H 0.458 -2.771 -2.290
H 0.820 -5.120 -2.516
H -0.429 -5.561 -1.390
H -0.869 -4.905 -2.971
C -2.809 -3.211 -0.104
C -4.162 -3.837 -0.146
H -3.026 -2.198 0.273
H -2.157 -3.839 0.527
H -4.501 -3.934 0.885
H -4.923 -3.220 -0.598
H -4.199 -4.833 -0.567
C -2.352 -1.428 -2.671
C -2.736 -1.927 -4.050
H -1.553 -0.632 -2.744
H -3.214 -0.927 -2.197
H -3.182 -1.113 -4.638
H -1.887 -2.283 -4.635
H -3.481 -2.713 -3.944
C 2.239 1.685 5.192
N 0.851 1.373 5.420
C 0.229 2.094 6.517
C 0.049 0.986 4.378
N 0.433 0.708 3.158
N -1.294 0.952 4.761
C -1.651 0.157 5.933
C -2.326 0.984 3.743
H 2.660 1.946 6.154
H 2.368 2.527 4.492
H 2.773 0.810 4.789
H -0.720 2.559 6.209
H 0.027 1.417 7.359
H 0.924 2.858 6.857
H 1.426 0.838 3.015
H -2.399 0.726 6.529
H -2.075 -0.850 5.706
H -0.746 -0.011 6.529
H -1.979 1.627 2.943
H -2.449 -0.049 3.418
H -3.279 1.327 4.178
*
```

These are the Löwdin partial charges, in e, on atoms 1 to 4:
1. C -0.028
2. C -0.194
3. C -0.041
4. C -0.110

---

# C5H6N2S

A single C5H6N2S molecule at a distorted geometry (wB97M-V/def2-TZVPD, the Open Molecules 2025 dataset).

For the HOMO-LUMO gap, the calculation gives 8.19 eV. The molar mass is 126.184 g/mol. For the relative energy (zero: lowest compared OMol25 entry of this formula, charge and spin), the calculation gives 223.40 kJ/mol. The SMILES is CC(=S)n1ccnc1. The calculation puts the LUMO energy at -0.5128 eV.

```
! RIJCOSX wB97M-V def2-TZVPD def2/J DEFGRID3
* xyz 0 1
C 2.265 -0.356 -0.102
C 1.133 0.431 -0.374
C 0.682 -1.815 0.138
C -1.227 -0.155 -0.035
C -1.574 1.242 0.242
N 1.950 -1.632 0.199
N 0.075 -0.412 -0.349
S -2.272 -1.361 -0.254
H 3.309 0.012 0.075
H 1.029 1.407 -0.782
H -0.198 -2.382 0.326
H -1.725 1.965 -0.714
H -0.871 1.727 0.886
H -2.576 1.330 0.744
*
```

These are the natural (NBO) partial charges, in e, on atoms 1 to 4:
1. C -0.082
2. C -0.066
3. C 0.216
4. C 0.093

---

# C35H64O30

10 unconnected molecules or ions with the total composition C35H64O30 at a distorted geometry (wB97M-V/def2-TZVPD, the Open Molecules 2025 dataset).

For the HOMO-LUMO gap, the calculation gives 10.03 eV. The molar mass is 964.867 g/mol. For the relative energy (zero: lowest compared OMol25 entry of this formula, charge and spin), the calculation gives 664.86 kJ/mol. The SMILES is C[C@H]1COC(=O)O1.CCOC(=O)OC.CCOC(=O)OC.CCOC(=O)OC.CCOC(=O)OC.COC(=O)OC.COC(=O)OC.COC(=O)OC.O=C1OCCO1.O=C1OCCO1. The calculation puts the LUMO energy at -0.3587 eV.

```
! RIJCOSX wB97M-V def2-TZVPD def2/J DEFGRID3
* xyz 0 1
C 2.936 5.063 -1.908
C 2.903 6.505 -1.583
O 3.949 7.020 -2.422
C 4.347 6.100 -3.270
O 5.218 6.226 -4.096
O 3.736 4.927 -3.067
H 1.940 4.822 -2.278
H 3.330 4.523 -1.047
H 3.072 6.877 -0.572
H 1.984 6.967 -1.943
C 1.606 2.728 3.463
C 2.574 1.929 2.514
O 3.401 1.360 3.452
C 2.694 1.136 4.522
O 2.966 0.307 5.405
O 1.708 1.976 4.583
H 0.586 2.817 3.090
H 1.801 3.771 3.713
H 2.962 2.663 1.808
H 2.138 1.175 1.859
C -0.144 -6.099 2.198
C -0.407 -4.933 1.215
C -0.575 -5.397 -0.185
O -1.909 -5.137 -0.443
C -2.461 -4.544 0.498
O -3.677 -4.209 0.643
O -1.600 -4.394 1.554
H -0.058 -5.641 3.184
H 0.862 -6.421 1.931
H -0.915 -6.869 2.161
H 0.305 -4.125 1.379
H -0.555 -6.486 -0.157
H 0.138 -4.850 -0.801
C -0.422 -2.492 -2.986
O -0.722 -1.088 -3.323
C -0.077 -0.525 -4.304
O 0.767 -0.958 -5.047
O -0.640 0.668 -4.489
C -0.312 1.389 -5.618
H -1.134 -2.952 -2.300
H 0.600 -2.572 -2.616
H -0.237 -3.203 -3.791
H 0.655 1.856 -5.435
H -1.019 2.196 -5.807
H -0.298 0.845 -6.563
C -1.051 -0.657 2.586
O -0.004 -0.068 1.793
C -0.093 -0.011 0.522
O -0.670 -0.765 -0.200
O 0.638 1.098 0.108
C 0.779 1.430 -1.255
H -1.952 -0.060 2.728
H -0.745 -0.781 3.625
H -1.240 -1.656 2.195
H 1.558 2.182 -1.381
H -0.119 1.786 -1.759
H 1.160 0.499 -1.675
C -3.374 -0.484 -1.795
O -4.469 0.405 -1.343
C -5.492 -0.008 -0.581
O -6.326 0.808 -0.190
O -5.501 -1.395 -0.525
C -6.453 -2.124 0.222
H -3.140 -1.335 -1.156
H -2.405 0.006 -1.889
H -3.674 -0.954 -2.731
H -6.712 -1.636 1.161
H -6.099 -3.124 0.474
H -7.310 -2.212 -0.446
C -2.357 2.769 5.418
C -1.401 1.649 5.864
O -2.118 0.674 6.578
C -1.546 -0.386 7.180
O -2.278 -1.327 7.601
O -0.187 -0.346 7.297
C 0.461 -1.419 7.978
H -3.255 2.325 4.990
H -1.910 3.342 4.605
H -2.607 3.406 6.267
H -0.550 2.017 6.437
H -1.125 1.234 4.895
H 1.533 -1.246 8.064
H 0.441 -2.256 7.279
H 0.276 -1.677 9.021
C 3.699 1.482 -3.346
C 3.790 0.971 -4.827
O 3.344 1.966 -5.767
C 2.804 1.542 -6.882
O 2.759 0.325 -7.184
O 2.359 2.611 -7.628
C 1.796 2.412 -8.861
H 2.669 1.763 -3.127
H 4.404 2.281 -3.117
H 3.924 0.666 -2.659
H 3.310 -0.008 -4.830
H 4.857 0.865 -5.019
H 0.733 2.221 -8.713
H 2.252 1.599 -9.426
H 1.859 3.340 -9.430
C -2.043 3.246 0.041
C -2.937 4.012 1.069
O -4.360 3.725 1.073
C -5.044 2.829 1.843
O -6.224 2.788 1.821
O -4.185 1.983 2.508
C -4.716 0.880 3.206
H -2.257 3.655 -0.946
H -2.169 2.184 -0.168
H -0.964 3.316 0.183
H -2.859 5.055 0.760
H -2.665 3.866 2.114
H -5.329 1.159 4.063
H -3.879 0.259 3.527
H -5.190 0.395 2.353
C 3.470 -1.719 0.017
C 3.525 -3.248 0.260
O 3.527 -3.866 -1.043
C 3.336 -5.145 -1.294
O 3.521 -5.687 -2.368
O 2.862 -5.718 -0.183
C 2.667 -7.178 -0.116
H 3.415 -1.115 0.923
H 2.502 -1.541 -0.452
H 4.236 -1.357 -0.667
H 2.524 -3.306 0.688
H 4.378 -3.486 0.895
H 2.487 -7.624 -1.095
H 1.675 -7.305 0.317
H 3.439 -7.745 0.404
*
```

These are the Löwdin partial charges, in e, on atoms 1 to 4:
1. C -0.147
2. C -0.107
3. O 0.088
4. C -0.598

---

# C50H99Br2F3NO16P

13 unconnected molecules or ions with the total composition C50H99Br2F3NO16P at a distorted geometry (wB97M-V/def2-TZVPD, the Open Molecules 2025 dataset).

For the HOMO-LUMO gap, the calculation gives 6.32 eV. The molar mass is 1218.109 g/mol. The calculation puts the LUMO energy at -1.4167 eV.

```
! RIJCOSX wB97M-V def2-TZVPD def2/J DEFGRID3
* xyz 0 1
C 1.556 -1.128 4.135
C 0.933 -0.721 5.573
Br 1.292 -1.724 7.252
C 0.074 0.404 5.678
Br -0.736 0.991 7.416
C -0.342 1.276 4.409
C 0.622 2.188 3.861
C 0.058 3.056 2.607
O 0.191 4.290 2.732
C -0.728 2.211 1.541
C -0.459 2.382 0.040
C 0.572 3.270 -0.723
C 1.307 4.495 -0.061
C 2.665 4.154 0.753
C 3.771 3.385 -0.115
N 4.870 2.979 0.846
C 5.253 3.568 2.112
C 6.445 2.747 2.658
C 6.714 1.592 1.627
C 5.654 1.798 0.493
C -1.367 1.470 -0.898
P -1.274 1.497 -2.797
C -1.811 -0.249 -3.396
O 0.333 1.643 -3.371
C -2.427 0.477 -0.308
C -2.643 0.295 1.232
C -3.699 -0.766 1.779
C -5.229 -0.416 1.461
O -5.674 0.731 2.262
C -5.881 1.867 1.377
C -7.322 1.775 0.675
F -8.250 1.021 1.472
F -7.886 3.083 0.543
F -7.221 1.233 -0.638
C -1.771 1.182 2.146
C -1.820 1.096 3.762
O -2.854 0.876 4.425
H 1.891 -2.229 4.224
H 2.465 -0.430 3.986
H 0.787 -1.002 3.298
H 1.676 2.315 4.274
H 0.043 3.679 -1.672
H 1.384 2.566 -1.161
H 0.618 5.229 0.508
H 1.693 5.149 -0.943
H 3.118 5.166 1.087
H 2.505 3.552 1.705
H 4.169 4.050 -0.963
H 3.419 2.401 -0.583
H 4.730 4.481 2.551
H 6.984 2.938 3.646
H 7.519 0.774 1.707
H 5.564 1.120 -0.419
H -2.794 -0.229 -3.972
H -0.997 -0.625 -4.127
H -1.827 -1.014 -2.531
H 0.903 0.958 -2.954
H -3.083 -0.168 -1.002
H -3.592 -0.985 2.895
H -3.470 -1.767 1.240
H -5.451 -0.275 0.336
H -5.857 -1.316 1.828
H -5.026 1.839 0.616
H -5.850 2.822 2.012
C 5.649 3.529 -4.215
C 5.206 4.959 -3.980
O 5.446 5.333 -2.628
H 5.114 2.847 -3.548
H 5.464 3.228 -5.249
H 6.715 3.413 -4.000
H 4.137 5.065 -4.175
H 5.746 5.648 -4.637
H 6.395 5.246 -2.465
C -2.130 0.291 11.377
C -1.142 -0.848 11.220
O -0.594 -1.197 12.487
H -1.642 1.165 11.817
H -2.555 0.573 10.413
H -2.944 0.007 12.051
H -0.320 -0.553 10.564
H -1.627 -1.731 10.791
H -1.326 -1.464 13.058
C -6.012 1.456 8.287
C -5.023 0.317 8.132
O -4.477 -0.032 9.400
H -5.524 2.329 8.728
H -6.436 1.739 7.321
H -6.827 1.172 8.960
H -4.200 0.612 7.478
H -5.507 -0.566 7.703
H -5.211 -0.299 9.970
C 2.684 -5.990 7.553
C 2.252 -6.170 6.111
O 1.055 -5.441 5.863
H 1.901 -6.333 8.234
H 3.600 -6.550 7.758
H 2.861 -4.934 7.775
H 2.056 -7.223 5.899
H 3.027 -5.817 5.424
H 1.238 -4.509 6.044
C -3.227 -0.264 -7.298
C -2.236 -1.403 -7.445
O -1.684 -1.739 -6.179
H -2.739 0.615 -6.868
H -3.655 0.008 -8.265
H -4.039 -0.544 -6.619
H -1.416 -1.113 -8.106
H -2.721 -2.290 -7.864
H -2.415 -2.003 -5.602
C -2.986 -6.008 5.469
C -3.106 -6.739 6.791
O -1.875 -7.369 7.117
H -2.710 -6.702 4.671
H -3.929 -5.523 5.204
H -2.201 -5.248 5.516
H -3.876 -7.511 6.733
H -3.371 -6.047 7.598
H -1.200 -6.678 7.175
C -9.875 -1.779 4.316
C -8.414 -2.032 4.002
O -8.098 -1.543 2.705
H -10.516 -2.267 3.577
H -10.132 -2.156 5.309
H -10.100 -0.709 4.277
H -8.198 -3.103 4.022
H -7.766 -1.536 4.732
H -8.283 -0.592 2.698
C 2.727 1.239 -8.428
C 3.921 1.994 -7.878
O 3.487 3.127 -7.134
H 2.127 1.888 -9.071
H 3.048 0.369 -9.006
H 2.075 0.902 -7.617
H 4.558 2.347 -8.691
H 4.520 1.352 -7.223
H 2.931 2.806 -6.411
C 3.638 -3.369 -11.164
C 2.676 -2.268 -11.564
O 3.191 -1.000 -11.176
H 3.805 -3.358 -10.083
H 3.251 -4.349 -11.452
H 4.613 -3.222 -11.638
H 1.711 -2.405 -11.072
H 2.514 -2.265 -12.647
H 4.041 -0.881 -11.623
C 6.857 7.472 1.692
C 6.787 7.098 3.159
O 7.593 5.955 3.414
H 6.519 6.641 1.068
H 6.237 8.347 1.482
H 7.888 7.693 1.398
H 5.760 6.858 3.444
H 7.135 7.922 3.790
H 8.501 6.177 3.169
C 7.874 -5.054 -13.789
C 7.432 -3.624 -13.550
O 7.675 -3.257 -12.197
H 7.340 -5.736 -13.123
H 7.689 -5.352 -14.823
H 8.941 -5.169 -13.575
H 6.362 -3.517 -13.743
H 7.971 -2.932 -14.205
H 8.624 -3.346 -12.038
C -6.313 -1.813 -4.122
C -5.899 -3.144 -4.717
O -4.487 -3.304 -4.631
H -5.821 -0.989 -4.646
H -7.395 -1.675 -4.187
H -6.012 -1.748 -3.072
H -6.181 -3.197 -5.770
H -6.379 -3.974 -4.189
H -4.246 -3.266 -3.696
*
```

These are the Löwdin partial charges, in e, on atoms 1 to 4:
1. C -0.095
2. C -0.647
3. Br 0.639
4. C -0.610

---

# H24O12

12 unconnected molecules or ions with the total composition H24O12 at a distorted geometry (wB97M-V/def2-TZVPD, the Open Molecules 2025 dataset).

For the HOMO-LUMO gap, the calculation gives 9.62 eV. The molar mass is 216.180 g/mol. For the relative energy (zero: lowest compared OMol25 entry of this formula, charge and spin), the calculation gives 458.63 kJ/mol. The SMILES is O.O.O.O.O.O.O.O.O.O.O.O. The calculation puts the LUMO energy at -0.5158 eV.

```
! RIJCOSX wB97M-V def2-TZVPD def2/J DEFGRID3
* xyz 0 1
H -0.349 -0.370 0.532
H 0.937 -0.416 -0.276
H -1.433 0.895 -2.594
H -1.386 -0.460 -1.908
H -0.507 -2.847 0.807
H -1.273 -3.473 -0.347
H -2.989 2.070 0.818
H -2.175 2.727 -0.284
H 2.552 1.843 -1.949
H 3.787 2.420 -2.621
H -0.522 2.243 0.028
H 0.666 2.444 0.955
H -2.740 -1.175 -0.438
H -2.825 -1.969 -1.731
H 1.516 -1.110 2.290
H 2.776 -1.948 2.152
H 3.996 -2.372 -1.170
H 4.831 -2.692 -2.399
H -4.523 1.148 -0.699
H -4.182 0.078 0.326
H 2.982 2.173 0.615
H 2.870 2.046 2.125
H -0.553 -0.744 2.216
H -0.905 -0.687 3.693
O 0.474 0.109 0.386
O -1.962 0.105 -2.435
O -1.035 -2.620 0.034
O -2.734 2.933 0.473
O 3.254 2.491 -1.821
O 0.436 2.144 0.068
O -3.254 -1.864 -0.874
O 2.070 -1.547 1.634
O 4.605 -3.029 -1.525
O -4.782 0.267 -0.405
O 3.447 2.385 1.432
O -1.069 -1.198 2.892
*
```

These are the natural (NBO) partial charges, in e, on atoms 1 to 4:
1. H 0.451
2. H 0.484
3. H 0.471
4. H 0.466

---

# C6H9N3

A molecular structure, C6H9N3 at a distorted geometry (wB97M-V/def2-TZVPD, the Open Molecules 2025 dataset).

For the HOMO-LUMO gap, the calculation gives 8.44 eV. The molar mass is 123.159 g/mol. For the relative energy (zero: lowest compared OMol25 entry of this formula, charge and spin), the calculation gives 620.57 kJ/mol. The calculation puts the LUMO energy at 0.4478 eV.

```
! RIJCOSX wB97M-V def2-TZVPD def2/J DEFGRID3
* xyz 0 1
C 0.130 0.752 -0.406
C 0.696 0.128 1.862
C 0.367 -1.172 1.987
C -0.014 -2.250 0.859
C 0.095 -1.764 -0.485
C 0.151 -0.530 -1.116
H -1.552 0.895 -2.909
H -1.971 2.781 -1.919
H 0.408 1.979 1.186
H 1.016 0.659 2.748
H 0.491 -1.563 2.974
H 0.809 -3.103 0.778
H -1.009 -2.685 0.837
H -0.378 -2.652 -1.126
H -0.119 -0.762 -2.169
N -1.054 1.975 -2.237
N -0.762 1.686 -0.840
N 0.923 1.121 0.704
*
```

These are the natural (NBO) partial charges, in e, on atoms 1 to 4:
1. C 0.349
2. C -0.021
3. C -0.254
4. C -0.491